65
Properties=species:S:1:pos:R:3:forces:R:3:mulliken_charge:R:1 method="wB97M-V/def2-TZVPD" e_homo_ev=-9.8 orbital_gap_ev=8.62 lumo_ha=-0.0423 total_charge=0 smiles="C#CN(B(O)N(C)C)S(=O)(=O)F.CCOCC.CCOCC.CCOCC"
C 0.027020 -0.523715 5.932391 2.263 8.948 -4.235 -0.344
C 0.465221 0.712873 5.373483 -3.072 -8.228 2.985 -0.131
N 0.900640 1.873561 4.531611 1.074 -3.566 1.078 0.048
B 0.086846 2.105969 3.291176 -3.252 2.056 -3.012 0.513
O -1.059873 3.073622 3.449646 3.811 -1.313 1.698 -0.554
N 0.288133 1.559580 1.899579 -1.784 -1.183 2.738 -0.009
C 0.821965 0.156390 1.847424 1.361 -2.027 -1.083 -0.652
C -1.014406 1.508308 1.095869 -0.240 -0.156 -1.645 -0.755
S 2.599720 2.085223 4.370783 5.257 5.715 4.467 1.087
O 2.856326 3.513796 3.761560 -1.770 -6.369 1.203 -0.541
O 3.238091 2.015649 5.813084 -2.989 -0.938 -6.076 -0.540
F 3.443001 0.930466 3.432156 -2.204 1.849 1.469 -0.254
H -0.609565 -1.400533 6.429716 1.872 2.442 -1.274 0.349
H -0.834316 3.619892 4.279129 -0.731 -1.194 -1.776 0.321
H 0.066725 -0.548751 1.251292 1.578 1.552 1.443 0.262
H 1.020361 -0.363445 2.872784 -0.442 1.156 -1.660 0.223
H 1.844384 0.075115 1.236180 -2.171 0.401 1.318 0.161
H -1.515468 2.551549 0.933409 0.961 -2.064 0.752 0.224
H -1.694987 0.699099 1.596682 0.832 1.813 -0.925 0.332
H -0.774628 1.093613 0.002018 -0.390 1.029 2.391 0.239
C -4.008365 2.484325 -2.911850 -0.117 -0.121 -0.063 -1.122
C -2.604496 2.845219 -2.460324 0.064 -0.092 -0.014 -0.246
O -1.706181 1.735969 -2.453449 -0.005 0.005 0.165 -0.333
C -1.491579 1.088675 -3.704890 0.107 0.059 -0.036 -0.160
C -0.913032 2.002927 -4.770020 0.029 0.224 -0.041 -1.063
H -4.424673 1.694996 -2.276627 0.054 0.137 -0.041 0.295
H -4.663131 3.360433 -2.858093 0.103 -0.115 0.019 0.404
H -4.024545 2.117503 -3.940349 -0.012 0.103 0.013 0.266
H -2.649514 3.216000 -1.430685 0.180 -0.199 -0.090 0.271
H -2.191193 3.661789 -3.062780 -0.061 -0.048 -0.053 0.303
H -2.415809 0.614434 -4.048486 -0.058 0.046 -0.059 0.316
H -0.780769 0.274464 -3.517457 -0.147 0.202 0.201 0.070
H -1.587203 2.829776 -5.007716 -0.037 -0.102 -0.041 0.372
H -0.729066 1.445154 -5.693967 0.044 0.055 0.176 0.393
H 0.032081 2.439847 -4.428677 -0.108 -0.171 -0.092 0.229
C -3.362115 -4.807527 4.310960 0.019 -0.169 0.058 -1.084
C -2.727210 -3.437910 4.149673 0.022 -0.010 0.039 -0.283
O -1.419891 -3.346559 4.715381 -0.024 0.129 0.132 -0.384
C -0.436596 -4.228556 4.180258 0.106 0.066 0.003 -0.358
C -0.191069 -4.034548 2.694609 -0.086 0.091 -0.175 -0.731
H -3.413852 -5.084172 5.369568 -0.029 0.076 -0.138 0.290
H -4.376168 -4.808691 3.897596 0.143 0.029 0.071 0.390
H -2.791310 -5.584796 3.798453 -0.080 0.044 -0.055 0.275
H -3.344821 -2.699141 4.671630 0.285 -0.026 0.022 0.338
H -2.705494 -3.131646 3.097870 0.011 -0.089 0.000 0.272
H -0.696699 -5.266849 4.407103 -0.047 -0.029 -0.078 0.291
H 0.495623 -4.021304 4.720015 -0.296 0.104 0.040 0.347
H -1.086738 -4.240537 2.102975 0.088 -0.075 0.022 0.275
H 0.601038 -4.705673 2.347062 -0.092 0.099 0.081 0.410
H 0.107177 -3.000879 2.486683 0.008 -0.143 0.063 -0.027
C 4.586331 0.428788 -5.859999 0.062 -0.163 -0.038 -1.079
C 3.461228 1.341549 -5.406150 -0.076 -0.064 0.012 -0.328
O 2.237110 0.652772 -5.152037 -0.042 0.027 -0.044 -0.385
C 2.274305 -0.349678 -4.139685 -0.047 0.093 -0.006 -0.475
C 2.668860 0.181666 -2.773276 0.069 0.174 0.097 -1.001
H 4.294775 -0.120335 -6.761841 0.036 0.121 0.096 0.289
H 5.486015 1.013059 -6.079929 -0.142 -0.063 0.020 0.390
H 4.845206 -0.309614 -5.098175 0.059 0.087 0.004 0.266
H 3.252074 2.065617 -6.200909 -0.206 -0.167 0.139 0.338
H 3.754493 1.926597 -4.527359 0.056 -0.075 0.010 0.328
H 2.924581 -1.173944 -4.447729 0.086 -0.001 0.042 0.357
H 1.261502 -0.766094 -4.075232 0.134 0.189 -0.218 0.340
H 3.678833 0.599562 -2.774339 -0.037 -0.111 0.034 0.328
H 2.639318 -0.619902 -2.028128 -0.022 0.086 -0.104 0.383
H 1.985779 0.978970 -2.459650 0.041 -0.136 -0.030 0.255

---

62
Properties=species:S:1:pos:R:3:forces:R:3:mulliken_charge:R:1 method="wB97M-V/def2-TZVPD" e_homo_ev="-2.1 / -2.1" orbital_gap_ev="3.67 / 3.90" lumo_ha="0.0572 / 0.0652" spin_multiplicity=7 total_charge=-1 s_squared=12.584
Tb -0.109124 -0.003451 -2.382214 4.017 0.217 1.122 0.686
Cl -0.193052 1.741183 -3.927411 -0.310 1.659 -1.358 -0.445
C -1.960602 -0.904124 -2.181225 -2.822 -1.281 -0.179 -1.301
H -1.827337 -1.692558 -1.460138 -0.097 -0.435 0.436 0.192
H -2.263785 -1.296402 -3.139381 -0.310 -0.296 -0.431 0.539
H -2.668286 -0.173312 -1.840228 -0.570 0.337 0.301 0.272
Tl 0.496380 0.165128 -7.177848 -0.118 0.299 0.214 0.589
C -1.526471 0.723769 -7.098320 -1.719 0.662 0.004 -1.036
C 2.114510 1.278387 -6.435168 1.377 1.153 0.529 -1.019
C 0.906014 -1.584655 -7.958627 0.514 -2.189 -0.813 -0.971
H 2.627946 0.688470 -5.664805 -0.040 0.223 -0.086 0.158
H 2.833080 1.464767 -7.245348 -0.089 0.034 0.238 0.275
H 1.790258 2.230639 -6.008422 0.277 -0.039 0.031 0.228
H -2.079057 -0.025071 -6.515888 0.018 0.232 -0.080 0.172
H -1.657572 1.708436 -6.642313 -0.245 -0.108 -0.050 0.229
H -1.945350 0.730712 -8.114356 -0.002 0.057 0.260 0.279
H 0.135266 -2.239382 -8.348960 0.065 -0.203 -0.085 0.161
H 1.919855 -1.963658 -8.021504 0.030 -0.209 -0.107 0.165
C -1.883258 -3.233586 1.159420 -0.240 -0.098 0.093 -1.628
C -1.979226 -1.848125 1.802469 0.622 0.475 -0.110 1.620
C -3.311809 -1.159100 1.500438 -0.171 -0.241 0.156 -1.244
C -1.714949 -1.957439 3.304556 -0.389 -0.067 0.252 -1.412
O -0.963479 -1.048584 1.216504 -1.350 -1.838 -1.084 0.385
Si 0.090764 0.087359 1.429000 -0.117 2.140 -1.808 -0.389
S 0.203219 1.431271 -0.184079 -0.138 -0.094 -0.166 -0.622
O -0.266969 0.861248 2.740637 -0.578 0.943 2.320 0.069
C -0.666120 2.054681 3.385419 0.102 -0.416 -0.407 1.880
C -1.243783 3.026013 2.358133 -0.015 0.500 0.175 -1.608
C -1.732786 1.667216 4.413870 0.005 0.261 0.113 -1.717
C 0.575108 2.632626 4.066891 -0.145 0.279 0.142 -1.578
O 1.465606 -0.612924 1.648411 2.133 -1.871 0.442 -0.188
C 2.872475 -0.488000 1.555458 -0.809 -0.069 0.077 1.817
C 3.246018 -0.354835 0.079116 0.449 0.310 -0.042 -1.492
C 3.292731 0.736881 2.368303 0.391 0.008 -0.094 -1.354
C 3.443856 -1.779854 2.154250 0.144 0.216 -0.086 -1.740
H -2.659479 -3.864030 1.610873 0.179 -0.081 -0.151 0.433
H -0.896334 -3.686113 1.345696 -0.330 0.217 -0.006 0.308
H -2.056431 -3.203426 0.074765 0.034 0.099 0.314 0.240
H -4.114213 -1.765938 1.939797 -0.046 0.234 -0.131 0.468
H -3.339952 -0.148368 1.940978 0.072 -0.389 -0.123 0.160
H -3.477836 -1.072529 0.415045 0.124 -0.074 0.383 0.162
H -0.730448 -2.407542 3.506154 -0.306 0.137 -0.147 0.269
H -1.760788 -0.975752 3.796835 0.060 -0.323 -0.261 0.117
H -2.499044 -2.592589 3.740197 0.237 0.062 0.063 0.529
H -2.096802 2.579579 1.819315 0.395 0.144 0.178 0.290
H -1.589737 3.922373 2.892726 -0.052 -0.139 -0.145 0.475
H -0.480669 3.345706 1.631500 -0.355 -0.253 0.245 0.348
H -1.334117 0.950820 5.150027 -0.109 0.216 -0.281 0.361
H -2.042218 2.579255 4.940346 -0.069 -0.233 0.024 0.484
H -2.616434 1.230422 3.919812 0.347 0.148 0.149 0.277
H 1.001474 1.916094 4.788286 -0.194 0.218 -0.278 0.286
H 1.344632 2.893873 3.324260 -0.305 -0.111 0.215 0.265
H 0.275728 3.544954 4.600465 0.239 -0.125 -0.011 0.459
H 2.832399 0.568075 -0.358329 0.114 -0.355 0.273 0.289
H 4.340809 -0.304003 0.009733 -0.171 -0.105 -0.198 0.462
H 2.883715 -1.216916 -0.505079 0.147 0.173 0.282 0.243
H 2.982761 0.641274 3.422576 0.082 -0.033 -0.436 0.273
H 4.387567 0.816291 2.320723 -0.185 0.158 0.135 0.516
H 2.853241 1.654020 1.946215 0.113 -0.329 0.086 0.167
H 3.137284 -1.893275 3.205951 0.081 0.087 -0.361 0.379
H 3.098853 -2.657477 1.585910 0.100 0.322 0.162 0.352
H 4.535996 -1.718487 2.098586 -0.070 -0.217 0.101 0.412

---

88
Properties=species:S:1:pos:R:3:forces:R:3:mulliken_charge:R:1 method="wB97M-V/def2-TZVPD" e_homo_ev=-4.6 orbital_gap_ev=2.42 relative_energy_kcal_mol=60.4 lumo_ha=-0.0807 total_charge=0
C -10.830650 -3.145630 -9.570440 0.688 0.066 -0.510 -0.484
C -9.691440 -3.054430 -10.554580 -2.586 1.102 -1.731 0.404
O -9.879860 -2.723360 -11.712350 2.035 -1.065 2.335 -0.549
N -8.356970 -3.461090 -9.963850 -0.858 -1.101 -1.019 1.193
H -7.613490 -2.885360 -10.332450 0.531 0.405 -0.647 0.453
H -8.381740 -3.241970 -8.978220 -0.056 0.025 0.648 -0.795
C -8.057360 -4.957350 -10.198900 -0.089 1.334 0.784 -0.408
H -10.611070 -2.513920 -8.709720 -0.117 -0.162 0.145 0.028
H -10.892990 -4.192450 -9.273140 -0.327 0.104 0.225 0.238
H -11.742070 -2.810540 -10.065540 0.180 -0.131 0.102 0.494
H -6.995260 -5.056820 -9.974940 -0.062 -0.074 -0.539 -0.001
H -8.357590 -5.175510 -11.223770 0.256 -0.171 0.220 0.404
H -8.593400 -5.509440 -9.426930 -0.272 -0.007 -0.450 0.221
C -6.033580 -0.088750 -6.815920 -0.143 -0.150 0.808 -0.656
C -6.457490 -0.117850 -5.355910 2.034 -0.001 1.095 0.618
O -5.716650 -0.452650 -4.443860 -2.905 1.004 -1.910 -0.499
N -7.955350 0.394760 -5.042840 2.126 -2.459 0.167 0.135
H -7.991930 1.342320 -4.695160 0.263 0.274 0.369 0.410
H -8.394740 0.422070 -5.951850 -0.651 0.055 -1.070 0.066
C -8.658600 -0.584120 -4.132030 -0.211 1.165 0.011 -0.800
H -6.203980 0.878080 -7.289540 0.001 0.069 0.184 0.447
H -6.572810 -0.804960 -7.435910 -0.206 -0.142 0.147 -0.213
H -4.977600 -0.358030 -6.793890 -0.142 0.114 -0.197 0.451
H -8.609380 -1.625710 -4.449480 0.184 0.416 -0.549 0.136
H -9.678570 -0.206440 -4.203530 -0.174 -0.511 0.617 0.428
H -8.194560 -0.492350 -3.150020 -0.335 0.081 -0.065 0.422
C -2.198820 -8.260490 -9.282100 -0.124 1.414 0.507 -1.196
C -2.993530 -6.936750 -9.032140 0.324 -0.686 -3.883 0.594
O -3.337520 -6.216890 -9.942440 0.570 -1.272 3.325 -0.286
N -3.410950 -6.715680 -7.574840 -0.923 2.043 -0.539 -0.068
H -3.706710 -7.611340 -7.213690 -0.162 -0.269 0.347 0.392
H -2.653710 -6.352860 -7.013550 0.706 -0.183 0.097 0.386
C -4.521970 -5.643140 -7.535890 -0.385 -0.380 -0.542 -0.796
H -1.678100 -8.154750 -10.233820 -0.145 0.126 0.093 0.332
H -2.852180 -9.129680 -9.357900 -0.182 0.122 0.219 0.346
H -1.457780 -8.396550 -8.494420 -0.041 -0.232 0.055 0.399
H -5.341800 -6.146340 -8.048500 -0.204 0.547 0.191 0.322
H -4.198850 -4.761790 -8.089890 0.158 -0.191 -0.339 0.329
H -4.804580 -5.284410 -6.546180 0.259 -0.709 0.165 0.228
C -6.463970 -3.908650 -0.603870 -0.094 -0.221 -0.294 -1.240
C -6.860600 -3.572690 -2.030800 0.078 3.588 0.063 0.605
O -6.804770 -2.453020 -2.534200 -0.161 -3.616 1.149 -0.362
N -7.514410 -4.653620 -2.845200 -1.925 0.323 0.169 0.327
H -7.345560 -4.403990 -3.809190 0.033 0.380 -1.191 0.111
H -7.169150 -5.596150 -2.733230 0.177 -0.307 0.522 0.446
C -9.122100 -4.670280 -2.732040 0.809 0.175 0.945 -0.727
H -5.455970 -4.319240 -0.545210 -0.085 -0.573 -0.350 0.340
H -7.208760 -4.594170 -0.199590 0.253 -0.227 0.128 0.368
H -6.369530 -3.060440 0.074160 -0.495 0.401 -0.577 0.347
H -9.495210 -3.675130 -2.974050 0.300 -0.228 -0.395 0.316
H -9.379140 -4.872610 -1.692290 0.294 -0.076 0.026 0.458
H -9.544010 -5.460940 -3.352490 0.408 0.218 -0.331 0.211
C -13.262570 -5.207760 -6.831720 -3.876 -0.739 -3.669 0.429
O -12.809610 -6.320690 -6.107630 1.731 0.152 1.398 -0.354
O -14.383480 -5.646470 -7.553680 1.909 1.871 2.146 -0.947
C -13.429310 -3.880240 -5.960040 -0.932 -1.879 -1.078 0.710
F -12.276450 -3.532190 -5.419670 1.948 0.427 1.248 -0.214
F -13.769970 -2.798420 -6.668200 -0.639 -0.027 -0.492 -0.295
F -14.290480 -4.017350 -4.946130 -0.497 0.076 0.291 -0.324
C -11.410670 -6.334310 -5.787000 -1.263 -0.843 -0.337 1.252
C -11.255290 -7.469360 -4.825300 0.055 0.079 0.960 -1.743
H -11.739380 -8.408080 -5.094650 -0.061 0.220 -0.434 0.392
H -10.192680 -7.670550 -4.689360 0.203 -0.083 0.379 0.328
H -11.739760 -7.128090 -3.910470 0.180 -0.344 0.454 0.358
H -11.097660 -5.396180 -5.328710 0.068 -0.077 -0.079 -0.396
H -10.758510 -6.568590 -6.628370 -0.330 0.363 -0.544 0.010
H -12.532300 -4.940480 -7.595510 1.081 0.454 0.049 -0.246
P -4.920150 -2.289870 -10.142560 1.787 -0.067 0.812 1.309
F -5.052720 -3.765900 -10.741010 -0.115 -0.789 -1.145 -0.350
F -5.782580 -2.865180 -8.880570 -0.968 0.623 0.829 -0.363
F -3.629730 -2.814410 -9.315720 1.217 -0.688 0.399 -0.426
F -4.631940 -0.868090 -9.393410 -1.642 -0.208 -0.775 -0.368
F -3.937290 -1.837210 -11.340860 -1.397 -0.026 0.038 -0.326
F -6.354660 -1.920040 -10.859110 1.473 1.013 0.043 -0.471
P -8.624410 -4.165660 -6.426820 -2.613 0.616 -0.595 1.825
F -8.493930 -2.720010 -7.175600 -0.017 -0.377 -0.176 -0.396
F -9.789040 -4.665470 -7.418590 0.848 0.420 0.614 -0.273
F -7.523660 -4.742930 -7.392850 1.272 -0.534 -1.164 -0.575
F -8.587490 -5.621990 -5.666950 -0.555 0.604 0.586 -0.420
F -7.471500 -3.689490 -5.436090 1.528 0.566 1.645 -0.750
F -9.728190 -3.445650 -5.436880 1.003 -1.292 -0.182 -0.469
P -9.556380 0.546480 -8.634300 -1.619 2.037 -1.651 1.250
F -10.594660 0.116330 -9.752390 -0.030 -0.306 0.032 -0.380
F -8.494380 -0.516460 -9.186070 0.750 -0.215 -0.108 -0.422
F -8.911850 1.751640 -9.533520 0.260 -1.082 -0.589 -0.419
F -8.612450 1.045350 -7.470000 2.830 0.508 1.946 -0.531
F -10.567100 1.685840 -8.101420 -1.229 -0.556 0.431 -0.406
F -10.045020 -0.561880 -7.566180 -0.967 -0.304 -0.018 -0.330

---

One value per record, in order, for max |F|: 10.155 4.176 5.388 eV/Å.